Record 1
The following is a DFT calculation (wB97M-V/def2-TZVPD) of a single C2H2O3 molecule in a non-equilibrium geometry.

Energy: -8247.9044 eV
Energy relative to the best compared isomer or geometry (same formula, charge and spin): 0.693 eV
F_max: 4.1 eV/A
Frontier orbital gap: 0.38109 Ha
LUMO energy: -0.00808 Ha
HOMO level: -0.389 hartree

The geometry in XYZ format:
```
7
Properties=species:S:1:pos:R:3:mulliken_charge:R:1
O 1.6476 0.0839 0.6925 -0.39
C 0.4851 -0.1458 0.7594 0.05
C -0.6005 0.2679 -0.1546 0.61
O -1.5514 0.7108 0.3473 -0.40
O -0.3881 0.1403 -1.5241 -0.47
H 0.0235 -0.6813 1.7087 0.26
H 0.3838 -0.3759 -1.8292 0.34
```

Record 2
The following is a DFT calculation (wB97M-V/def2-TZVPD) of a molecular structure, H24O12 in a non-equilibrium geometry.

Energy: -24929.7995 eV
Energy relative to the best compared isomer or geometry (same formula, charge and spin): 31.895 eV
F_max: 19.1 eV/A
Frontier orbital gap: 0.22211 Ha
LUMO energy: -0.01710 Ha
HOMO level: -0.239 hartree

The geometry in XYZ format:
```
36
Properties=species:S:1:pos:R:3:mulliken_charge:R:1
O 7.6137 -0.0184 -13.1501 -0.57
H 7.2734 -0.2781 -14.0063 0.52
H 7.1522 -0.5807 -12.5279 -0.26
O 6.5850 -3.8647 -11.8997 -0.84
H 7.2555 -4.2087 -11.3096 0.36
H 6.8766 -2.9758 -12.1021 0.25
O 6.5105 -0.8373 -8.6333 -0.65
H 7.2980 -0.9815 -9.1579 0.95
H 6.7828 -1.0246 -7.7350 0.21
O 8.8656 -0.6040 -8.2511 -0.80
H 9.2112 0.1985 -7.8602 0.22
H 9.2584 -0.6345 -9.1235 0.92
O 5.8283 -0.9805 -12.2191 -0.66
H 4.8992 -0.7904 -12.0891 0.36
H 6.1724 -1.1115 -11.3356 0.07
O 8.9240 -0.0597 -11.6943 -0.41
H 9.2889 0.8249 -11.7158 0.35
H 8.0950 0.0110 -12.1675 0.58
O 7.2023 -2.7526 -9.2867 -0.75
H 7.6085 -2.2544 -9.9960 0.83
H 6.3661 -3.0464 -9.6480 0.31
O 8.8242 -2.4706 -12.0350 -0.67
H 8.0391 -2.5001 -12.5818 0.62
H 9.0823 -3.3870 -11.9360 0.30
O 7.2524 -2.2146 -13.0033 -0.60
H 7.0936 -2.7580 -13.7752 0.36
H 6.4061 -1.8076 -12.8182 0.42
O 9.6265 -0.8973 -10.0377 -0.64
H 9.4047 -0.4324 -10.8445 0.79
H 10.0622 -1.6967 -10.3334 0.41
O 7.5229 0.7379 -9.5523 -0.56
H 7.4066 1.4838 -8.9638 0.39
H 7.9621 0.0765 -9.0175 -0.31
O 7.6348 -1.4598 -10.4792 -0.02
H 8.4916 -1.0727 -10.3000 0.14
H 7.6411 -1.6313 -11.4209 -1.60
```

Record 3
The following is a DFT calculation (wB97M-V/def2-TZVPD) of a single C23H18O5S molecule in a non-equilibrium geometry.

Energy: -45215.2759 eV
Energy relative to the best compared isomer or geometry (same formula, charge and spin): 0.000 eV
F_max: 1.0 eV/A
Frontier orbital gap: 0.28304 Ha
LUMO energy: -0.01926 Ha
HOMO level: -0.302 hartree

The geometry in XYZ format:
```
47
Properties=species:S:1:pos:R:3:mulliken_charge:R:1
C 3.1178 1.5992 -0.6208 -1.64
C 1.6757 1.1209 -0.6554 1.54
O 1.6332 -0.3260 -0.6668 -0.14
C 1.5387 -0.9457 0.4971 0.76
O 1.3545 -0.3736 1.5450 -0.63
C 1.6192 -2.4490 0.3655 -0.74
C 2.5772 -2.9115 -0.7381 -1.17
C 3.9591 -2.3506 -0.5350 0.62
C 4.7084 -2.7086 0.5793 -0.26
C 5.9657 -2.1708 0.7853 -0.67
C 6.4928 -1.2691 -0.1239 -0.42
C 5.7580 -0.9141 -1.2414 -0.64
C 4.4989 -1.4523 -1.4446 -0.18
C 0.9686 1.4598 -2.0096 -0.27
O 1.6175 1.8174 -2.9681 -0.66
C -0.4418 1.2006 -2.0069 -1.11
C -1.1597 1.0583 -0.8552 1.26
C -2.5621 0.7644 -0.8166 -1.12
C -3.2326 0.6600 0.3589 0.93
C -4.6428 0.3433 0.4841 0.22
C -5.5351 0.0952 -0.5995 -1.10
C -6.7946 -0.1710 -0.1842 -0.11
S -6.9391 -0.1291 1.5307 -0.15
C -5.2842 0.2505 1.6940 -0.42
O -2.6156 0.8528 1.5588 -0.42
C -1.3177 1.1825 1.5571 -0.54
C -0.5631 1.2745 0.4466 0.71
C 0.8624 1.6874 0.5041 -0.09
O 1.2744 2.5292 1.2625 -0.63
H 3.1277 2.6708 -0.4408 0.40
H 3.6549 1.1001 0.1825 0.34
H 3.5977 1.3878 -1.5719 0.39
H 0.6079 -2.8072 0.1525 0.32
H 1.9164 -2.8415 1.3389 0.36
H 2.1925 -2.5920 -1.7071 0.38
H 2.6137 -4.0039 -0.7241 0.44
H 4.3070 -3.4171 1.2904 0.36
H 6.5357 -2.4558 1.6575 0.38
H 7.4732 -0.8464 0.0383 0.40
H 6.1641 -0.2131 -1.9557 0.41
H 3.9261 -1.1684 -2.3154 0.31
H -0.9344 1.1602 -2.9664 0.49
H -3.0797 0.6139 -1.7486 0.37
H -5.2489 0.1162 -1.6340 0.30
H -7.6573 -0.3905 -0.7807 0.46
H -4.8579 0.3892 2.6671 0.46
H -0.9165 1.3433 2.5465 0.49
```

Record 4
The following is a DFT calculation (wB97M-V/def2-TZVPD) of a single C6H10N2 molecule in a non-equilibrium geometry.

Energy: -9358.5600 eV
Energy relative to the best compared isomer or geometry (same formula, charge and spin): 5.877 eV
F_max: 5.2 eV/A
Frontier orbital gap: 0.30717 Ha
LUMO energy: 0.01275 Ha
HOMO level: -0.294 hartree

The geometry in XYZ format:
```
18
Properties=species:S:1:pos:R:3:mulliken_charge:R:1
C -2.0250 1.0941 -1.6693 -1.35
C -1.1561 0.2501 -0.7701 -0.31
C 0.1922 0.7099 -0.3434 -0.41
C 1.0667 -0.2018 0.3394 0.69
C 1.0024 -0.3820 1.8129 -0.76
N 2.0517 -1.2153 2.2652 -0.35
C 1.8043 -1.8060 0.8545 0.05
N 1.9761 -0.9559 -0.4114 -0.70
H -1.6359 1.2621 -2.6122 0.42
H -2.2879 2.0065 -1.2274 0.36
H -2.9495 0.4447 -1.8068 0.31
H -1.7910 0.1957 0.1139 0.27
H -1.0790 -0.7862 -1.1548 0.37
H 0.7144 0.9021 -1.3131 0.28
H 0.2117 1.7597 0.1749 0.27
H 0.0658 -0.1868 2.4349 0.27
H 2.9052 -0.6695 2.5220 0.30
H 0.9340 -2.4216 0.7909 0.29
```

Record 5
The following is a DFT calculation (wB97M-V/def2-TZVPD) of 2 unconnected molecules or ions with the total composition C29H31ClN2O2 in a non-equilibrium geometry.

Energy: -50171.3739 eV
F_max: 2.1 eV/A
Frontier orbital gap: 0.10529 Ha
LUMO energy: -0.07424 Ha
HOMO level: -0.180 hartree

The geometry in XYZ format:
```
65
Properties=species:S:1:pos:R:3:mulliken_charge:R:1
C -1.5904 -5.0862 -2.6636 -1.02
C -2.4852 -4.0706 -2.0086 -0.28
O -1.9134 -3.7618 -0.7186 -0.33
C -2.7211 -2.9257 0.0079 0.48
C -2.1009 -2.5136 1.2566 -0.97
C -2.7859 -1.7682 2.2329 0.99
C -4.1052 -1.2490 2.0026 -0.86
C -4.7104 -0.3955 2.9147 0.45
Cl -6.2526 0.2452 2.5407 -0.27
C -4.0698 -0.0612 4.1203 -0.66
C -2.8425 -0.6700 4.4306 -0.38
C -2.2183 -1.5265 3.5323 -0.81
O -3.8209 -2.6097 -0.4568 -0.75
H -1.7843 -5.1051 -3.7351 0.38
H -0.5331 -4.8676 -2.4978 0.07
H -1.8215 -6.0851 -2.2862 0.35
H -2.5350 -3.1371 -2.5857 0.28
H -3.5074 -4.4576 -1.9110 0.37
H -1.1624 -3.0097 1.4933 0.34
H -4.6216 -1.5597 1.1000 0.63
H -4.5552 0.6495 4.7810 0.40
H -2.3841 -0.4597 5.3984 0.36
H -1.3089 -2.0713 3.8145 0.28
C 1.0492 6.7816 2.0991 -0.91
N 0.3684 5.5315 2.3197 0.06
C -0.6352 5.4429 3.3518 -0.68
C -1.1510 3.9848 3.2459 -0.66
C -0.3935 3.3925 2.1028 0.74
C 0.4578 4.4005 1.5750 0.89
C 1.2802 4.1794 0.4527 -1.19
C 1.2390 2.9305 -0.1382 -0.96
C 0.5313 1.8291 0.4683 0.32
C 0.6117 0.4787 0.0310 -0.22
C 1.5314 -0.1096 -0.8797 0.39
C 1.1774 -1.3820 -1.4351 -1.06
C 1.9615 -1.9485 -2.4128 0.91
C 3.1292 -1.2716 -2.8546 0.49
N 3.7591 -1.9906 -3.8202 0.07
C 4.9987 -1.6447 -4.4640 -1.06
C 3.1212 -3.2581 -4.0766 -0.78
C 1.8738 -3.2403 -3.1593 -0.52
C 3.5493 -0.0545 -2.2897 -0.92
C 2.7977 0.4700 -1.2578 -1.10
C -0.3256 2.1161 1.5865 -1.00
H 1.7922 6.6794 1.3007 0.29
H 0.3257 7.5712 1.8316 0.31
H 1.5446 7.1026 3.0311 0.30
H -0.2083 5.6832 4.3363 0.34
H -1.4339 6.1780 3.1697 0.32
H -0.9661 3.4589 4.1885 0.26
H -2.2386 3.9997 3.1003 0.30
H 1.9248 4.9899 0.0871 0.18
H 1.7913 2.7695 -1.0712 0.86
H -0.1465 -0.1958 0.4366 0.44
H 0.2782 -1.8769 -1.0731 0.62
H 5.0925 -0.5539 -4.5389 0.36
H 5.8779 -2.0409 -3.9249 0.31
H 4.9919 -2.0953 -5.4672 0.33
H 2.8880 -3.3501 -5.1466 0.34
H 3.7902 -4.0955 -3.8299 0.30
H 1.8841 -4.1177 -2.4987 0.28
H 0.9669 -3.3271 -3.7697 0.26
H 4.4558 0.4341 -2.6780 0.22
H 3.1681 1.3540 -0.7225 0.89
H -0.8799 1.2914 2.0318 0.64
```

Record 6
The following is a DFT calculation (wB97M-V/def2-TZVPD) of 7 unconnected molecules or ions with the total composition C22H43O30PS7 in a non-equilibrium geometry.

Energy: -170063.5520 eV
F_max: 4.6 eV/A
Frontier orbital gap: 0.30180 Ha
LUMO energy: -0.00816 Ha
HOMO level: -0.310 hartree

The geometry in XYZ format:
```
103
Properties=species:S:1:pos:R:3:mulliken_charge:R:1
C 2.5268 -2.2759 2.1180 -1.17
C 1.1191 -1.7807 1.6271 0.43
P 1.1925 0.0839 1.6231 -0.11
C 1.6428 0.5733 3.3857 -0.67
C 2.8086 1.6270 3.2359 -1.06
C -0.5004 0.8396 1.3672 -0.13
O -0.3329 2.0023 0.4872 -0.28
C -1.6228 2.2440 0.1006 0.47
O -2.2424 3.2149 0.1616 -0.50
O -2.0663 1.0310 -0.3991 -0.47
C -1.5977 0.0638 0.5938 0.64
C -2.8655 -0.4357 1.3493 -0.96
C -2.9375 -0.0019 2.8375 -0.33
C -4.2971 -0.2946 3.5061 -1.24
S -4.3238 -1.9083 4.3394 1.23
O -3.0276 -2.5071 4.3925 -0.61
O -5.2267 -2.7800 3.6483 -0.55
O -4.8619 -1.6346 5.8525 -0.47
H 3.2751 -1.4700 1.9929 0.31
H 2.4785 -2.5317 3.1882 0.33
H 2.8471 -3.1557 1.5220 0.35
H 0.9822 -2.0968 0.5819 -0.45
H 0.3352 -2.1815 2.2905 0.39
H 2.0696 -0.2755 3.9431 0.45
H 0.7872 1.0292 3.9165 0.42
H 3.5404 1.1628 2.5528 0.28
H 2.3483 2.5022 2.7456 0.26
H 3.2736 1.8756 4.1983 0.46
H -0.7528 1.3163 2.3308 0.15
H -1.1571 -0.7337 -0.0275 0.08
H -3.0058 -1.5222 1.2110 0.30
H -3.7269 0.0380 0.8419 0.45
H -2.7824 1.0923 2.8572 0.40
H -2.0856 -0.4596 3.3703 0.32
H -5.1276 -0.2244 2.7898 0.42
H -4.4638 0.4822 4.2744 0.57
H -4.6722 -0.7047 6.0696 0.38
O -11.0417 -5.5196 1.8497 -0.53
S -10.2752 -5.8836 2.9861 1.08
O -10.6647 -6.9277 3.8612 -0.53
O -9.9972 -4.5539 3.8506 -0.33
C -8.5859 -4.3531 3.9959 -0.23
C -7.9753 -4.9772 2.7608 -0.24
O -8.7584 -6.1520 2.5189 -0.33
H -8.2586 -4.8659 4.9029 0.31
H -8.3583 -3.2932 4.0787 0.23
H -6.9288 -5.2356 2.9003 0.26
H -8.0747 -4.3200 1.8936 0.30
O -2.9595 5.3439 -5.9339 -0.54
S -3.3590 5.8525 -4.6710 1.04
O -4.3067 6.8985 -4.5405 -0.54
O -2.0322 6.2461 -3.8467 -0.27
C -1.9961 5.5178 -2.6130 -0.05
C -2.7466 4.2345 -2.8895 -0.27
O -3.8299 4.6237 -3.7443 -0.35
H -2.5023 6.1135 -1.8503 0.31
H -0.9683 5.3388 -2.3066 0.14
H -3.1197 3.7675 -1.9829 0.17
H -2.1238 3.5209 -3.4358 0.36
O 3.0180 -2.6598 -2.5790 -0.61
S 2.2807 -3.5979 -1.8163 1.15
O 2.6528 -3.9689 -0.4977 -0.56
O 2.0901 -4.9283 -2.6981 -0.17
C 0.6947 -5.2052 -2.8573 -0.50
C 0.0100 -3.8550 -2.7908 -0.44
O 0.7321 -3.1338 -1.7910 -0.24
H 0.3784 -5.8502 -2.0337 0.29
H 0.5168 -5.7125 -3.8034 0.36
H -1.0414 -3.9318 -2.5230 0.35
H 0.1054 -3.3146 -3.7360 0.31
O 2.8518 5.3672 -1.0186 -0.52
S 2.1266 6.5860 -1.0441 1.16
O 1.1985 6.9454 -0.0370 -0.57
O 1.4078 6.7143 -2.4855 -0.25
C 1.8390 7.9147 -3.1363 -0.33
C 3.2346 8.1687 -2.6058 -0.36
O 3.1735 7.7964 -1.2259 -0.31
H 1.1541 8.7186 -2.8580 0.29
H 1.8251 7.7861 -4.2162 0.32
H 3.5369 9.2081 -2.7084 0.31
H 3.9689 7.5263 -3.0982 0.29
O 5.8214 -4.8756 -4.6389 -0.58
S 4.8734 -5.8510 -4.2425 1.08
O 4.0014 -5.6654 -3.1378 -0.38
O 5.6398 -7.2623 -4.0789 -0.33
C 5.0538 -8.2387 -4.9423 -0.33
C 4.5006 -7.4483 -6.1103 -0.35
O 3.9802 -6.2507 -5.5256 -0.32
H 4.2566 -8.7460 -4.3933 0.27
H 5.7996 -8.9675 -5.2520 0.31
H 3.7192 -7.9844 -6.6438 0.32
H 5.2916 -7.1681 -6.8101 0.29
O 6.9556 2.2267 2.8462 -0.56
S 6.1889 3.4193 2.8477 1.12
O 5.2452 3.7187 3.8616 -0.53
O 5.4702 3.5562 1.4155 -0.24
C 5.8531 4.7849 0.7924 -0.24
C 7.2388 5.0798 1.3315 -0.37
O 7.1898 4.6732 2.7031 -0.32
H 5.1383 5.5558 1.0889 0.21
H 5.8420 4.6807 -0.2901 0.30
H 7.5013 6.1321 1.2536 0.31
H 7.9980 4.4776 0.8261 0.31
```

Record 7
The following is a DFT calculation (wB97M-V/def2-TZVPD) of a molecular structure, C33H57BaN7O7P2Sb in a non-equilibrium geometry.

Energy: -85726.0404 eV
Energy relative to the best compared isomer or geometry (same formula, charge and spin): 0.000 eV
F_max: 3.4 eV/A
Frontier orbital gap: 0.32713 Ha
LUMO energy: -0.06687 Ha
Net charge: +1
HOMO level: -0.394 hartree

The geometry in XYZ format:
```
108
Properties=species:S:1:pos:R:3:mulliken_charge:R:1
Ba -0.0185 -0.6848 -1.7631 0.43
N 1.1207 -1.6776 1.0402 -0.04
C 1.9625 -2.8756 0.8587 -0.67
C 1.1321 -4.0496 0.3672 -1.62
N 0.5999 -3.9040 -0.9912 1.33
C -0.7116 -4.5597 -1.0972 -1.38
C -1.8542 -3.8487 -0.3977 -0.23
N -2.0615 -2.5239 -0.9865 -0.02
C 1.4787 -4.5577 -1.9739 -1.00
C 2.9164 -4.0792 -2.0195 -1.20
N 3.0053 -2.6657 -2.3957 -0.02
H 1.5894 -1.0367 1.6746 0.36
H 0.2660 -1.9458 1.5225 -0.46
H 2.4381 -3.1827 1.7968 0.42
H 2.7477 -2.6276 0.1453 0.25
H 0.2983 -4.1684 1.0641 0.51
H 1.7256 -4.9714 0.4513 0.39
H -0.6566 -5.5959 -0.7275 0.33
H -0.9590 -4.6245 -2.1608 0.57
H -1.6682 -3.7282 0.6729 -0.16
H -2.7364 -4.4917 -0.4892 0.52
H -2.9458 -2.1323 -0.6804 -0.08
H -2.1367 -2.6035 -2.0019 0.32
H 1.0341 -4.4053 -2.9605 0.53
H 1.4986 -5.6440 -1.7865 0.41
H 3.4335 -4.7340 -2.7297 0.53
H 3.4062 -4.2316 -1.0549 0.34
H 2.4332 -2.5203 -3.2266 0.10
H 3.9631 -2.4511 -2.6532 0.21
N 1.9775 3.1586 -1.8977 0.38
C 3.4618 3.3301 -1.8107 0.22
C 4.1722 2.4269 -2.8133 -1.53
C 4.0421 0.9356 -2.5041 0.02
N 2.6719 0.4914 -2.8091 0.42
C 4.4144 0.6488 -1.0460 -1.45
C 3.7566 1.5593 -0.0049 0.62
N 2.3206 1.2525 0.1497 0.33
C 3.9135 3.0355 -0.3832 -1.32
H 1.5938 3.0846 -2.8752 0.34
H 1.4960 3.9196 -1.4235 0.50
H 1.7295 2.2827 -1.3977 -0.27
H 3.6728 4.3695 -2.0639 0.37
H 5.2285 2.7045 -2.7905 0.54
H 3.8147 2.6316 -3.8260 0.47
H 4.7649 0.4090 -3.1374 0.50
H 2.6712 -0.5023 -3.0210 -0.08
H 2.3663 0.9386 -3.6726 0.11
H 5.4975 0.7602 -0.9432 0.58
H 4.1841 -0.3965 -0.8169 0.17
H 4.2839 1.4037 0.9427 0.56
H 1.9701 1.6211 1.0293 -0.30
H 2.1713 0.2506 0.1637 -0.60
H 4.9635 3.3233 -0.2984 0.54
H 3.3604 3.6552 0.3299 0.41
O -1.6803 2.4068 -4.5455 -0.49
P -0.2885 1.8534 -4.0204 1.09
O 0.8428 2.7646 -4.3571 -0.92
O -0.4649 1.4711 -2.5716 -0.48
O -0.0543 0.4904 -4.8628 -0.16
P -0.4616 -1.0607 -4.5973 0.42
O -0.6810 -1.6206 -6.0571 -0.56
O -1.6739 -1.0782 -3.7190 -0.62
O 0.7313 -1.7296 -3.9820 -0.53
H -1.5988 2.9324 -5.3491 0.33
H -1.4927 -1.3095 -6.4746 0.34
C -3.3218 1.7852 4.2261 -0.85
C -3.9506 2.2477 2.9392 0.28
C -5.0763 3.0670 2.9793 -0.80
C -5.6934 3.5113 1.8185 -0.78
C -5.1914 3.1420 0.5811 -0.63
C -4.0716 2.3249 0.5221 -0.71
C -3.4494 1.8764 1.6853 0.81
Sb -1.7478 0.6333 1.3686 1.49
C -0.3018 1.8298 2.4327 0.97
C 0.3566 1.4462 3.5992 -0.32
C 1.3559 2.2295 4.1639 -0.83
C 1.6950 3.4349 3.5722 -1.05
C 1.0199 3.8476 2.4323 -0.39
C 0.0283 3.0649 1.8438 0.48
C -0.6645 3.5791 0.6076 -2.15
C -2.1884 -1.0727 2.6006 1.83
C -1.2436 -1.6747 3.4333 -0.73
C -1.5012 -2.8729 4.0855 -0.78
C -2.7237 -3.4976 3.9047 -0.84
C -3.6638 -2.9224 3.0650 -0.76
C -3.4186 -1.7229 2.3990 0.57
C -4.4996 -1.1783 1.4996 -2.03
H -3.8591 2.1839 5.0851 0.50
H -2.2829 2.1124 4.2973 0.10
H -3.3269 0.6958 4.3017 0.12
H -5.4763 3.3607 3.9425 0.42
H -6.5670 4.1466 1.8838 0.40
H -5.6647 3.4837 -0.3298 0.46
H -3.6774 2.0370 -0.4483 0.54
H 0.0731 0.5395 4.1140 0.34
H 1.8481 1.9041 5.0711 0.50
H 2.4611 4.0637 4.0069 0.44
H 1.2559 4.8106 1.9922 0.49
H -0.2366 4.5346 0.2994 0.47
H -1.7270 3.7498 0.7879 0.25
H -0.5928 2.8793 -0.2323 0.27
H -0.2738 -1.2205 3.5838 -0.10
H -0.7495 -3.3084 4.7313 0.45
H -2.9445 -4.4295 4.4081 0.40
H -4.6157 -3.4175 2.9121 0.45
H -5.1865 -1.9716 1.2056 0.53
H -4.1043 -0.7246 0.5872 0.21
H -5.0798 -0.4007 2.0000 0.35
```

Record 8
The following is a DFT calculation (wB97M-V/def2-TZVPD) of a single CN4O molecule in a non-equilibrium geometry.

Energy: -9037.4242 eV
F_max: 9.1 eV/A
Frontier orbital gap (spin up / spin down): 0.22148 / 0.31943 Ha
LUMO energy (spin up / spin down): -0.00912 / -0.10703 Ha
2S+1: 3
HOMO level (spin up / spin down): -0.231 / -0.426 hartree
Expectation value of S²: 2.0224

The geometry in XYZ format:
```
6
Properties=species:S:1:pos:R:3:mulliken_spin:R:1
C 1.0996 0.7352 -0.3421 0.09
N -1.3657 -0.9865 1.5666 0.86
N -1.0890 -0.8109 0.4993 0.31
N -0.7907 -0.6455 -0.6476 0.46
N 0.2230 0.1597 -0.9317 0.14
O 1.9228 1.5480 -0.1445 0.14
```